# C24H41Cl5FIN2O4PSi

A 2-piece molecular cluster, C24H41Cl5FIN2O4PSi overall (wB97M-V/def2-TZVPD, OMol25).

Results
Orbital gap (eV): 8.78
HOMO (eV): -11.270
E (eV): -127311.7573
Net charge: +1

Atoms and positions in Å:
C: 0.01 -5.31 0.33
C: -0.40 -4.20 0.55
C: -0.85 -2.80 0.77
C: -0.52 -2.57 2.30
C: -1.08 -3.69 3.15
C: -2.11 -3.56 4.01
N: -2.31 -2.84 0.59
C: -3.06 -1.64 0.59
F: -4.13 -1.75 -0.33
P: -3.88 -1.30 2.28
O: -4.89 -0.05 2.01
Cl: -5.15 -2.93 2.34
C: -2.13 -0.48 0.23
C: -2.83 0.90 -0.04
C: -2.58 1.89 1.13
C: -3.62 3.00 1.00
N: -1.18 -0.90 -0.85
C: -1.83 -1.50 -2.05
C: -2.85 -0.59 -2.76
C: -2.19 0.64 -3.43
I: -3.66 2.17 -3.72
C: -0.12 -1.77 -0.21
C: 0.66 -2.59 -1.25
C: 1.34 -1.78 -2.40
O: 2.77 -1.77 -2.21
C: 3.44 -2.55 -3.13
O: 3.98 -3.55 -2.81
C: 0.90 -0.90 0.55
C: 1.54 0.29 -0.19
O: 1.69 1.36 0.75
Si: 3.22 2.08 0.60
C: 3.55 2.62 -1.19
C: 4.58 0.93 1.23
C: 3.32 3.63 1.65
H: 0.53 -6.24 0.28
H: 0.56 -2.58 2.48
H: -0.94 -1.64 2.69
H: -0.59 -4.66 3.10
H: -2.86 -4.35 4.04
H: -2.22 -2.77 4.76
H: -2.76 -3.64 0.99
H: -5.59 -0.24 1.37
H: -1.61 -0.27 1.16
H: -3.89 0.72 -0.19
H: -2.36 1.35 -0.91
H: -2.66 1.37 2.08
H: -1.59 2.33 0.96
H: -4.63 2.61 1.18
H: -3.63 3.40 -0.01
H: -3.41 3.84 1.68
H: -0.76 -0.02 -1.17
H: -2.34 -2.42 -1.83
H: -1.12 -1.74 -2.84
H: -3.23 -1.20 -3.58
H: -3.71 -0.34 -2.16
H: -1.39 1.08 -2.83
H: -1.75 0.38 -4.39
H: 1.50 -3.09 -0.78
H: 0.04 -3.30 -1.78
H: 1.15 -2.28 -3.36
H: 0.96 -0.77 -2.52
H: 3.47 -2.13 -4.15
H: 0.48 -0.45 1.45
H: 1.69 -1.58 0.88
H: 2.54 -0.01 -0.52
H: 1.02 0.65 -1.08
H: 3.91 1.77 -1.76
H: 4.27 3.44 -1.19
H: 2.64 2.97 -1.69
H: 4.13 0.31 2.01
H: 5.44 1.49 1.59
H: 4.89 0.23 0.44
H: 4.39 3.85 1.72
H: 2.86 4.50 1.18
H: 2.99 3.46 2.68
C: 4.84 7.47 0.11
Cl: 4.82 7.40 1.87
Cl: 5.14 5.84 -0.54
Cl: 3.28 8.05 -0.48
Cl: 6.12 8.56 -0.43

Atomic partial charges in e from the Mulliken method, atoms 1 to 5: 0.1938 -2.2137 1.3742 -0.4748 -0.5418